C3H6Cl2NO2P | ωB97M-V with the def2-TZVPD basis set

CARTESIAN COORDINATES (ANGSTROEM)
C -0.1427 -1.6908 0.8312
C 0.4725 -0.4788 0.0300
C -1.1435 1.3852 0.0228
N -0.0379 0.7891 0.5943
O -0.8835 -1.5198 1.7354
O 0.1398 -2.8825 0.3551
P -3.0072 -0.2523 0.4597
Cl -4.4641 0.9652 -0.1544
Cl -2.7940 -1.3877 -1.1817
H 0.2763 -0.7850 -1.0545
H 1.4987 -0.6142 -0.0263
H -1.0277 1.4123 -0.9967
H -1.5220 2.2975 0.6646
H 1.0431 -2.9070 0.0780
H -0.1215 0.7093 1.6096

Forces on atoms 1 to 2 (eV/Å):
C 0.75 2.30 -1.18
C -2.82 -1.29 -0.29

Calculated values
net charge	0
relative energy (zero: lowest compared OMol25 entry of this formula, charge and spin)	75.4	kcal/mol
2S+1	1
max |F|	4.96	eV/Å
LUMO level	0.3	eV